[1]
DFT (the ωB97M-V functional and the def2-TZVPD basis) results for a molecular structure, C42H43BrCsFN11O5S2.

Geometry as ORCA input:
```
! wB97M-V def2-TZVPD RIJCOSX def2/J DEFGRID3
* xyz 1 1
Cs 1.885 -0.078 -2.074
C 1.201 1.392 -6.828
C 1.491 0.238 -5.908
N 2.543 0.115 -5.201
N 3.473 1.101 -5.243
C 4.671 0.952 -4.603
N 5.422 2.074 -4.621
S 5.188 -0.468 -3.911
C 0.519 -0.888 -5.796
C -0.215 -1.304 -6.902
C -1.052 -2.399 -6.772
C -1.138 -3.035 -5.545
C -0.382 -2.535 -4.494
N 0.426 -1.487 -4.607
H 1.372 2.345 -6.320
H 1.838 1.360 -7.716
H 0.164 1.385 -7.150
H 3.299 1.945 -5.771
H 5.014 2.981 -4.778
H 6.318 2.026 -4.170
H -0.113 -0.798 -7.852
H -1.621 -2.756 -7.621
H -1.773 -3.897 -5.398
H -0.426 -2.998 -3.514
C -2.497 6.467 0.688
C -1.336 6.033 1.572
N -0.901 4.666 1.304
C 0.165 4.464 0.463
C 0.639 3.263 0.077
C 1.836 3.186 -0.877
O 2.936 3.505 -0.401
O 1.558 2.793 -2.035
C 0.034 2.059 0.600
O 0.438 0.916 0.389
C -1.143 2.286 1.466
C -1.794 1.169 1.990
C -2.858 1.335 2.828
F -3.456 0.255 3.384
C -3.327 2.606 3.171
C -2.688 3.714 2.656
C -1.578 3.579 1.803
N -4.415 2.788 4.087
C -5.649 2.065 3.792
C -6.707 2.497 4.824
N -6.246 3.782 5.446
C -5.020 3.561 6.292
C -4.070 2.651 5.498
H -2.786 7.493 0.919
H -3.367 5.824 0.825
H -2.209 6.421 -0.362
H -1.582 6.125 2.631
H -0.475 6.677 1.404
H 0.641 5.373 0.117
H -1.416 0.184 1.742
H -3.077 4.687 2.921
H -5.541 0.979 3.845
H -5.968 2.325 2.782
H -6.809 1.781 5.638
H -7.684 2.658 4.376
H -6.987 4.220 5.990
H -5.977 4.411 4.686
H -5.343 3.119 7.232
H -4.588 4.541 6.484
H -4.153 1.612 5.841
H -3.042 2.968 5.657
C -1.878 -0.740 -1.762
O -0.754 -1.498 -1.367
C -0.983 -2.676 -0.725
C -2.240 -3.187 -0.466
C -2.344 -4.374 0.256
Br -4.074 -5.057 0.625
C -1.235 -5.046 0.700
C 0.042 -4.544 0.413
C 0.169 -3.354 -0.290
O 1.347 -2.762 -0.621
C 1.194 -5.306 0.923
N 1.133 -6.055 1.990
C 2.400 -6.594 2.127
C 2.905 -7.458 3.100
C 4.228 -7.833 3.002
C 5.049 -7.363 1.963
C 4.569 -6.508 0.992
C 3.232 -6.139 1.097
N 2.431 -5.318 0.333
H -2.513 -0.499 -0.904
H -2.469 -1.267 -2.517
H -1.489 0.183 -2.185
H -3.132 -2.680 -0.799
H -1.313 -5.962 1.268
H 2.091 -2.973 -0.028
H 2.269 -7.813 3.900
H 4.650 -8.502 3.741
H 6.084 -7.677 1.927
H 5.204 -6.135 0.199
H 2.702 -4.854 -0.517
S 4.547 -2.604 -0.548
C 4.529 -1.068 0.117
N 5.203 -0.061 -0.536
C 5.229 1.216 -0.109
C 4.588 1.545 1.043
C 3.897 0.500 1.675
N 3.855 -0.740 1.247
H 5.617 -0.304 -1.434
H 5.743 1.927 -0.739
H 4.535 2.564 1.384
H 3.324 0.704 2.575
*
```

Summary:
* energy above the lowest of the compared OMol25 structures with the same formula, charge and spin: 105.3 kJ/mol
* electronic energy: -6095.06546 Ha

Mulliken population analysis, charges in e, atoms 1 to 2: number 1, Cs, carries 1.0111; number 2, C, carries -1.9378

=====

[2]
DFT (the ωB97M-V functional and the def2-TZVPD basis) results for a molecular structure, C42H43FN6O3PbSSb.

Geometry as ORCA input:
```
! wB97M-V def2-TZVPD RIJCOSX def2/J DEFGRID3
* xyz 1 1
Pb 0.033 0.527 0.683
O 4.350 -4.460 2.956
C 4.411 -4.041 1.789
O 4.747 -4.562 0.711
C 3.669 -2.688 1.594
C 3.565 -2.116 0.337
C 2.737 -1.031 0.136
N 2.012 -0.521 1.151
C 2.242 -0.952 2.415
C 3.063 -2.032 2.655
C 1.693 -0.142 3.532
C 1.547 -0.665 4.815
C 1.159 0.187 5.835
C 0.911 1.520 5.543
C 1.033 1.935 4.229
N 1.420 1.131 3.240
C 2.645 -0.357 -1.183
C 3.405 -0.767 -2.272
C 3.302 -0.064 -3.459
C 2.447 1.024 -3.525
C 1.715 1.353 -2.400
N 1.814 0.681 -1.253
H 4.129 -2.588 -0.455
H 3.255 -2.414 3.649
H 1.730 -1.712 5.012
H 1.051 -0.188 6.844
H 0.618 2.222 6.312
H 0.800 2.959 3.953
H 4.061 -1.620 -2.204
H 3.880 -0.369 -4.321
H 2.334 1.604 -4.431
H 1.008 2.170 -2.417
C -4.142 -0.932 -4.118
C -3.113 0.127 -4.472
N -2.750 0.951 -3.306
C -3.569 2.151 -3.107
C -2.991 3.376 -3.800
C -1.758 0.574 -2.499
S -1.336 1.717 -1.231
N -1.151 -0.564 -2.801
C -0.402 -1.326 -2.019
O -0.176 -1.190 -0.780
C 0.195 -2.528 -2.669
C 1.010 -3.377 -1.922
C 1.612 -4.478 -2.508
C 1.385 -4.748 -3.852
C 0.554 -3.921 -4.599
C -0.041 -2.816 -4.012
H -4.447 -1.473 -5.014
H -5.035 -0.489 -3.674
H -3.720 -1.646 -3.410
H -3.492 0.813 -5.231
H -2.207 -0.334 -4.853
H -3.692 2.323 -2.040
H -4.553 1.918 -3.515
H -2.010 3.626 -3.395
H -3.651 4.231 -3.656
H -2.889 3.206 -4.873
H 1.169 -3.172 -0.875
H 2.255 -5.119 -1.917
H 1.849 -5.609 -4.315
H 0.369 -4.140 -5.642
H -0.683 -2.166 -4.588
C 1.739 4.524 -1.038
Sb 1.045 3.600 0.754
C 2.456 4.499 2.073
C -0.558 4.973 1.085
H 1.943 5.570 -0.814
H 0.963 4.465 -1.801
H 2.647 4.047 -1.403
H 2.610 5.523 1.736
H 3.400 3.959 2.054
H 2.072 4.510 3.092
H -0.162 5.986 1.015
H -1.001 4.822 2.068
H -1.322 4.832 0.320
C -2.001 -4.518 1.927
C -0.657 -4.346 1.635
C -0.172 -3.060 1.484
N -0.924 -1.963 1.629
C -2.221 -2.144 1.892
C -2.800 -3.392 2.047
H -2.417 -5.509 2.050
H 0.013 -5.187 1.520
H 0.867 -2.909 1.229
H -2.827 -1.250 1.976
H -3.857 -3.470 2.259
F -4.202 2.330 4.969
C -3.307 1.926 4.063
C -2.472 0.869 4.380
C -1.537 0.454 3.445
C -1.472 1.100 2.221
C -2.316 2.149 1.909
C -3.251 2.573 2.846
H -2.557 0.385 5.344
H -0.892 -0.381 3.677
H -2.280 2.639 0.946
H -3.931 3.388 2.636
*
```

Summary:
* energy above the lowest of the compared OMol25 structures with the same formula, charge and spin: 195.1 kJ/mol
* electronic energy: -3111.44006 Ha

Mulliken population analysis, charges in e, atoms 1 to 2: number 1, Pb, carries 2.3957; number 2, O, carries -0.7184

=====

| no. | M (g mol⁻¹) |
| --- | --- |
| 1 | 1077.819 |
| 2 | 1059.870 |